[1]
40
Properties=species:S:1:pos:R:3:forces:R:3 method="wB97M-V/def2-TZVPD" gap_ev=10.606 e_tot_ha=-953.85246 molar_mass_g_mol=245.2 homo_energy_ev=-13.1 de_lowest_ev=1.826 multiplicity=1 charge=+1
N -0.5406 -0.3307 -0.8271 -0.1003 0.9480 -0.1168
C -0.1934 0.9460 -1.5116 4.1410 0.5506 -0.9195
C 1.1881 0.8217 -2.2564 0.4432 -0.2268 -0.9565
C 2.4117 1.4076 -1.5122 0.0747 -1.0979 -1.0773
O 2.7244 0.5500 -0.4213 -0.3319 0.3091 0.4092
C -1.2413 1.4139 -2.4596 -3.4849 -1.5269 1.3750
N -1.1863 2.6340 -3.0196 1.2822 1.0571 0.3968
O -2.2235 0.6686 -2.5125 0.7249 0.2943 -1.0843
H -1.5602 -0.4437 -0.9800 0.1814 -0.0509 0.3989
H -0.3496 -0.1547 0.1813 -0.7778 -0.8116 -0.3645
H -0.0486 -1.1938 -1.2209 0.0014 1.0480 0.2650
H 0.2480 1.7680 -0.9063 -1.8174 -0.4973 0.9429
H 1.0440 1.2031 -3.2600 0.2383 0.8843 -0.1107
H 1.4887 -0.1881 -2.5381 -0.3549 -0.2883 0.6008
H 2.3857 2.4437 -1.2047 -0.5546 0.3999 0.1674
H 3.2604 1.3514 -2.1991 -0.0448 -0.0661 0.0423
H 2.1897 0.8524 0.3243 0.3088 -0.1707 0.1270
H -0.8514 3.3580 -2.3956 0.3805 -0.0383 -0.3971
H -1.8146 2.9864 -3.7204 -0.5003 -0.6026 0.0771
H -0.1786 2.6032 3.2141 0.1258 0.2187 -0.0243
H -0.4899 3.7706 2.2214 -0.0420 0.0790 0.1203
O -0.4297 2.8171 2.3039 0.1542 -0.1716 -0.0830
H -0.1773 0.4321 5.0151 0.1300 0.2725 -0.3536
H -1.2773 0.8701 4.0568 -0.1522 0.0515 0.1262
O -0.3245 0.9074 4.1809 -0.0148 -0.2826 0.5760
H 4.0960 -3.1082 -0.4952 -0.3842 -0.4521 0.3090
H 3.5797 -3.4324 -1.8297 0.0549 -0.5433 -0.2066
O 3.4441 -3.7030 -0.9114 0.3835 1.0850 -0.3298
H -3.6413 -2.1209 1.2277 -0.0330 -0.1078 0.1163
H -2.2159 -2.6978 1.1598 -0.0806 -0.1026 0.3227
O -2.8560 -2.1725 0.6791 0.1353 0.1995 -0.5434
H -1.8594 -0.2596 2.1842 0.1686 -0.2583 -0.3960
H -0.9961 1.0100 2.0036 -0.4255 -0.1215 -0.5002
O -1.4907 0.3251 1.5068 0.3182 0.5090 0.8544
H -1.3597 -3.0851 3.7375 0.0408 0.3287 -0.5845
H -1.9498 -1.9604 4.4551 -0.2237 0.3990 -0.1300
O -1.6718 -2.1789 3.5561 0.1300 -0.7566 0.7891
H 0.2891 -3.1405 -2.0990 0.3948 -0.1871 -0.0122
H 1.7396 -2.6139 -1.7448 -0.1884 -0.3717 0.3724
O 0.8381 -2.3563 -1.9825 -0.3009 0.0984 -0.1984

=====

[2]
19
Properties=species:S:1:pos:R:3:forces:R:3 method="wB97M-V/def2-TZVPD" gap_ev="3.775 / 5.715" e_tot_ha=-2557.43777 molar_mass_g_mol=394.9 homo_energy_ev="2.6 / 0.3" de_lowest_ev=1.511 multiplicity=5 charge=-2
Bi -0.5028 0.6549 -1.0659 1.9329 0.8906 -1.3484
Cl -1.6742 -0.6990 0.7505 -2.0300 -0.4111 1.2890
C -1.2892 -0.4770 -2.8503 0.4721 1.1219 -1.4680
C -1.0582 2.6148 -0.1731 0.4098 1.0710 -1.2296
H -1.2589 0.4381 -3.4450 -0.3084 -0.7690 -0.4625
H -0.4762 -1.1451 -2.9642 0.4188 -0.9038 -0.5344
H -2.1961 -0.7876 -2.4465 -1.4249 -0.8458 0.1921
H -1.0494 3.0874 -1.1547 -0.2074 0.6572 0.6396
H -0.2021 2.7605 0.4318 0.5195 0.6505 0.8063
H -1.9754 2.3518 0.2486 -1.2978 0.1164 0.9119
Fe 0.6714 -1.3997 0.8870 -0.0011 -0.1130 0.3992
C 1.4148 -1.1734 2.6886 0.8238 0.1933 0.0206
C 1.5074 -0.0650 -0.3643 -0.2326 1.1403 0.5816
H 2.2293 -0.4622 2.6755 0.4930 0.4425 0.2809
H 0.6505 -0.8498 3.4009 -0.1009 -0.0043 -0.0842
H 1.7815 -2.1574 3.0046 0.1239 0.1308 0.1314
H 1.9251 0.9653 -0.0490 0.0900 -1.7942 -0.9040
H 1.8077 -0.5134 -1.3332 0.7200 0.6521 0.4395
Cl -0.3051 -3.1433 1.7586 -0.4007 -2.2253 0.3390

=====

[3]
18
Properties=species:S:1:pos:R:3:forces:R:3 method="wB97M-V/def2-TZVPD" gap_ev=9.731 e_tot_ha=-252.15397 smiles="C=C(C)CC[NH3+]" molar_mass_g_mol=86.2 homo_energy_ev=-13.1 de_lowest_ev=2.099 multiplicity=1 charge=+1
C 0.2199 0.7028 1.4573 -0.7260 1.0012 -0.2748
C -0.0510 -0.6177 0.7724 0.2800 -0.9953 -0.1193
C -0.5330 -0.4118 -0.6699 2.1068 -1.6692 0.8804
C 0.4449 -0.0518 -1.5209 -0.8997 0.8131 -1.6456
C -1.7572 -1.1840 -1.0842 -0.9689 1.0630 0.0593
N 1.4239 1.4069 0.8481 -1.1569 -0.3759 -0.8179
H -0.6029 1.3738 1.2093 -0.1355 0.0429 0.2709
H 0.3399 0.7404 2.5344 0.1659 -0.5591 0.0604
H -0.7488 -1.2254 1.3474 -0.1719 0.3481 0.1865
H 0.8575 -1.2389 0.7714 0.0749 0.1601 -0.0552
H 0.1789 0.4060 -2.4735 -0.2401 -0.7970 -0.3026
H 1.4954 -0.3368 -1.5445 0.1970 0.6906 1.2081
H -2.4186 -0.6287 -1.7505 0.0004 -0.0716 -0.0837
H -1.4369 -2.0857 -1.5984 0.1652 0.0392 -0.1199
H -2.3390 -1.5118 -0.2245 -0.0686 0.2236 0.0342
H 2.0703 0.6818 0.5317 0.7612 0.3968 0.6250
H 1.1108 1.8097 -0.0437 -0.0252 0.0186 0.0234
H 1.7460 2.1711 1.4381 0.6415 -0.3291 0.0706

=====

[4]
11
Properties=species:S:1:pos:R:3:forces:R:3 method="wB97M-V/def2-TZVPD" gap_ev=8.774 e_tot_ha=-6185.03267 molar_mass_g_mol=270.8 homo_energy_ev=-9.0 de_lowest_ev=2.031 multiplicity=1 charge=0
C -1.7888 2.0649 -0.1322 -2.0985 -0.9706 0.0490
C -2.2196 -0.8079 0.7064 1.3764 2.2509 1.6148
C -1.1893 1.2410 0.9346 0.1690 -3.1356 -0.9352
Cl 0.4899 0.6786 0.5552 -0.8471 0.5316 0.5183
Cl -1.4664 1.7708 2.5496 0.4185 -0.0964 -0.2893
Br -3.2118 -0.9391 2.3608 0.0337 -0.2495 -0.8588
Br -3.1578 -0.9363 -0.9189 0.0479 -0.0451 0.2711
H -1.2777 2.9579 -0.4369 0.4292 0.3364 0.0490
H -2.7807 2.2865 0.2961 0.2398 0.5525 -0.3043
H -2.0722 1.4304 -0.9960 0.7297 0.3876 0.2115
H -1.3505 -1.4802 0.7844 -0.4987 0.4383 -0.3262

=====

[5]
42
Properties=species:S:1:pos:R:3:forces:R:3 method="wB97M-V/def2-TZVPD" gap_ev="6.947 / 6.755" e_tot_ha=-4198.26085 molar_mass_g_mol=632.1 homo_energy_ev="-14.9 / -14.9" multiplicity=3 charge=+2
W -0.6133 0.8770 -1.5966 0.4206 -0.4068 -0.0977
Br -2.5708 1.5992 -3.5377 -0.1943 0.0013 0.1393
C -2.4187 -0.3030 -3.6764 -0.0158 -0.1295 0.0007
C -3.0485 -1.1925 -4.5060 -0.0208 0.0443 -0.0121
C -2.5889 -2.5128 -4.4242 0.0023 -0.0270 0.0124
C -1.5283 -2.8727 -3.5936 -0.0134 -0.0064 0.0350
C -0.9567 -1.8863 -2.8166 0.0220 0.0454 -0.0191
N -1.4521 -0.6515 -2.8526 0.1218 0.2783 0.1004
C 0.2895 -1.8992 -1.9544 -0.0374 -0.1431 -0.1003
O 0.8356 -2.8815 -1.5717 0.0438 0.0231 -0.0555
O 0.6952 -0.6354 -1.7302 -0.1515 0.3298 0.2180
H -3.8305 -0.8991 -5.1913 -0.0033 0.0070 0.0084
H -3.0516 -3.2629 -5.0525 -0.0026 0.0041 -0.0041
H -1.1433 -3.8826 -3.5673 0.0192 0.0066 0.0040
C 2.6496 -3.2765 4.4900 0.0035 -0.0081 0.0052
C 1.9013 -2.2995 3.6389 -0.0210 0.0284 -0.0162
C 2.0798 -2.2696 2.2514 -0.0014 -0.0098 0.0280
C 1.3978 -1.3686 1.4630 0.0325 -0.0001 -0.0540
C 0.5170 -0.4836 2.0847 -0.0282 0.0445 -0.0639
C 0.3180 -0.4792 3.4675 -0.0687 0.0254 0.0333
C 1.0152 -1.3921 4.2286 0.0131 -0.0215 -0.0128
S -0.3705 0.6578 1.1648 0.1492 -0.0295 -0.0440
O -1.2013 -0.0845 0.0841 -0.3297 -0.0250 0.0066
O -1.1197 1.5535 1.9715 -0.0391 0.0183 0.0297
N 0.5875 1.4179 0.0502 0.0122 -0.0703 0.1013
C 0.3434 2.8045 -0.0866 -0.0497 0.0276 -0.0905
C 1.0173 3.8658 0.4693 -0.0590 0.0030 0.0485
C 0.6071 5.1341 0.0830 -0.0006 0.0048 0.0012
C -0.4141 5.2975 -0.8545 -0.0080 -0.0053 0.0177
C -1.0118 4.1868 -1.4011 -0.0242 0.0101 0.0618
N -0.6472 2.9544 -0.9961 0.2024 -0.0164 -0.2497
H 3.2274 -3.9747 3.8894 0.0012 -0.0005 0.0023
H 1.9608 -3.8418 5.1185 0.0008 -0.0007 -0.0003
H 3.3330 -2.7478 5.1569 0.0016 0.0007 -0.0022
H 2.7659 -2.9647 1.7863 0.0017 0.0013 0.0001
H 1.5590 -1.3491 0.3945 -0.0050 0.0087 -0.0062
H -0.3708 0.2182 3.9237 0.0086 0.0010 -0.0024
H 0.8703 -1.4061 5.3010 0.0041 -0.0037 0.0009
H 1.8196 3.7011 1.1739 -0.0018 -0.0084 0.0007
H 1.0891 6.0059 0.5054 -0.0001 -0.0029 0.0045
H -0.7371 6.2837 -1.1543 0.0001 -0.0042 -0.0133
H -1.8043 4.2601 -2.1333 0.0151 0.0060 -0.0156

=====

[6]
53
Properties=species:S:1:pos:R:3:forces:R:3 method="wB97M-V/def2-TZVPD" gap_ev=7.690 e_tot_ha=-1779.60306 molar_mass_g_mol=627.1 homo_energy_ev=-10.6 de_lowest_ev=0.126 multiplicity=1 charge=+1
Sn 0.4408 0.4110 -0.9147 0.0944 -0.0681 -0.0737
C -0.4369 2.8304 1.3877 0.0036 0.0223 0.0055
C -1.2580 3.0142 0.1220 -0.0124 -0.0545 0.0126
N -1.5714 1.7149 -0.4991 -0.0373 -0.0107 -0.0750
C -2.5680 0.9131 0.2168 0.0996 -0.0040 -0.0134
C -1.9536 -0.1251 1.1301 0.0222 0.0418 -0.0195
C -2.7393 -0.7454 2.0847 -0.0072 -0.0240 0.0544
C -2.1634 -1.6900 2.9176 -0.0442 0.0122 -0.0006
C -0.8113 -1.9569 2.7995 0.0275 0.0061 0.0135
C -0.0789 -1.2913 1.8301 0.0445 0.0573 -0.0352
C 1.4105 -1.5297 1.6960 -0.0261 0.0122 -0.0007
N 2.0826 -0.4779 0.9509 0.0056 -0.0160 0.0208
C 2.6155 0.6285 1.7525 0.0096 -0.0148 -0.0154
C 1.5217 1.5764 2.2184 -0.0304 0.0099 0.0046
N 0.8298 2.1691 1.0715 0.0232 0.0026 -0.0278
N -0.6526 -0.4165 0.9961 -0.1459 -0.0222 0.0376
H -0.9752 2.1980 2.0981 -0.0153 0.0041 -0.0056
H -0.2993 3.8010 1.8751 0.0086 -0.0006 -0.0015
H -0.6957 3.5969 -0.6104 0.0151 0.0073 0.0015
H -2.1745 3.5670 0.3482 0.0071 0.0070 0.0192
H -1.8878 1.8705 -1.4521 0.0089 0.0201 0.0067
H -3.1931 0.3959 -0.5105 0.0003 -0.0035 -0.0042
H -3.2226 1.5567 0.8125 -0.0285 -0.0132 0.0084
H -3.7849 -0.4831 2.1754 -0.0009 0.0030 -0.0027
H -2.7578 -2.1936 3.6685 -0.0004 0.0023 -0.0020
H -0.3195 -2.6577 3.4608 0.0104 0.0029 -0.0042
H 1.5680 -2.4749 1.1732 -0.0110 0.0043 -0.0128
H 1.8290 -1.6488 2.7023 0.0048 -0.0249 -0.0009
H 2.8090 -0.8877 0.3783 0.0098 0.0206 -0.0024
H 3.3247 1.1746 1.1267 0.0052 0.0031 0.0046
H 3.1685 0.2631 2.6253 -0.0007 0.0021 0.0039
H 1.9599 2.3333 2.8775 0.0052 0.0000 0.0019
H 0.7819 1.0357 2.8131 0.0017 -0.0003 0.0024
H 1.4498 2.8350 0.6192 -0.0055 0.0048 -0.0057
I 2.5722 -3.7257 -5.3381 0.0179 -0.0090 -0.0328
C 1.7863 -3.2650 -3.4979 -0.0293 -0.0335 0.0629
C 0.8981 -4.0082 -2.7563 0.0094 0.0249 -0.0548
N 0.6672 -3.3116 -1.6265 -0.0145 0.0044 -0.0272
N 1.3403 -2.1520 -1.5905 0.0134 -0.0070 0.0874
C 2.0277 -2.1185 -2.7240 0.0187 0.0080 -0.0170
H 0.4313 -4.9584 -2.9532 -0.0052 0.0026 0.0040
H -0.0138 -3.5081 -0.9144 0.0076 -0.0146 0.0056
H 2.6564 -1.2744 -2.9613 0.0053 -0.0033 0.0043
N -2.9271 -2.0818 -2.6532 0.0409 -0.0560 0.0194
C -2.0072 -1.0891 -2.6466 -0.0152 0.0988 -0.0783
O -1.3096 -0.9441 -1.5850 0.0244 -0.0335 0.0124
C -1.9101 -0.2497 -3.7742 -0.0127 0.0685 0.0704
C -0.9732 0.8033 -3.7572 -0.0299 -0.0482 -0.0166
N -0.1873 1.6484 -3.6593 -0.1244 0.0005 0.1213
C -2.7354 -0.4869 -4.9011 0.1609 -0.0369 -0.1416
N -3.4046 -0.7643 -5.7978 -0.0907 0.0224 0.0780
H -2.9172 -2.7455 -1.9007 -0.0158 0.0150 0.0123
H -3.4390 -2.3010 -3.4924 -0.0024 0.0078 -0.0039